(1)
Entry from the OMol25 dataset: a molecular structure, C12H17IrN7O7S (ωB97M-V/def2-TZVPD).

```
45
Properties=species:S:1:pos:R:3:lowdin_spin:R:1
Ir -2.04634 0.79478 0.52291 2.408
N -2.76038 1.84267 -1.45369 0.102
N -4.10985 1.49560 -1.61203 0.008
C -4.75070 0.74517 -0.68389 0.018
N -5.95374 0.29626 -0.98303 0.010
N -4.09031 0.54613 0.47428 0.076
N -4.66901 -0.24006 1.49466 0.005
O -5.85108 -0.52133 1.44661 0.011
O -3.91255 -0.53684 2.37604 0.033
H -2.65236 2.85014 -1.48286 0.002
H -2.16944 1.37836 -2.15568 0.000
H -4.49388 1.52763 -2.54456 0.003
H -6.35643 0.45135 -1.89151 0.001
H -6.47320 -0.19431 -0.26803 0.000
C 3.93021 -0.82105 1.12951 0.008
N 2.57785 -0.55400 1.63252 0.006
N 1.64964 0.09948 0.84677 0.041
C 0.76362 0.74084 1.66334 0.026
O -0.21285 1.41656 1.18957 0.111
C 1.16993 0.51948 2.98641 0.005
C 2.30058 -0.25505 2.92425 0.001
C 3.18192 -0.70971 4.03380 0.000
C 1.35911 -0.24509 -0.58133 0.064
C 1.54402 1.00120 -1.38459 0.225
C 2.37761 1.04104 -2.44859 0.010
C 3.07211 -0.11023 -2.88178 0.335
C 2.91132 -1.33013 -2.18554 0.013
C 2.14007 -1.41204 -1.07906 0.217
H 4.16084 -0.12503 0.32713 0.001
H 4.02286 -1.83947 0.76481 0.002
H 4.63388 -0.66366 1.94181 0.001
H 0.67600 0.88795 3.86785 0.000
H 2.67028 -0.56726 4.98203 0.000
H 4.10620 -0.12930 4.06317 0.000
H 3.44244 -1.76202 3.92937 0.000
H 0.99972 1.87263 -1.04674 0.010
H 2.50128 1.97024 -2.98872 -0.005
H 3.70570 -0.06504 -3.75532 0.018
H 3.40356 -2.22118 -2.55256 -0.005
H 1.96420 -2.34946 -0.56746 0.007
O -0.61683 -2.29559 -2.22677 0.014
S -0.98902 -1.01268 -1.74384 0.016
O -2.25480 -0.96413 -0.97169 0.104
O -0.02632 -0.66170 -0.45163 0.088
O -0.87588 0.10888 -2.65594 0.007
```

Net charge = +1
Total energy = -1879.50485 Eh
Relative energy (zero: lowest compared OMol25 entry of this formula, charge and spin) = 6.5 kcal/mol
E_LUMO (spin up / spin down) = -2.949 / -4.421 eV
Gap between HOMO and LUMO (spin up / spin down) = 7.758 / 7.514 eV
HOMO energy (spin up / spin down) = -10.7 / -11.9 eV
Spin multiplicity = 5

---

(2)
Entry from the OMol25 dataset: a molecular structure, C25H31AsBrN4O4RhS at a distorted geometry (ωB97M-V/def2-TZVPD).

```
68
Properties=species:S:1:pos:R:3:lowdin_charge:R:1
Rh 0.20953 -1.98036 -0.37664 0.812
O -3.70263 -2.03976 -3.87134 0.014
C -3.41646 -3.23605 -3.24267 -0.278
C -4.36015 -4.24662 -3.27316 -0.053
C -4.09346 -5.47126 -2.68708 -0.110
C -2.87112 -5.66982 -2.08291 -0.092
C -1.92089 -4.65278 -2.05821 -0.029
C -2.16298 -3.39902 -2.61866 -0.074
C -1.25027 -2.13482 -2.75565 -0.291
O 0.34074 -3.72574 -1.03049 -0.584
N -2.19658 -1.12680 -1.97424 0.031
N -1.59237 -0.73701 -0.87382 -0.107
C -1.93290 0.29992 -0.18864 -0.211
C -0.97671 0.86785 0.78396 -0.401
Br 1.02264 -1.49154 2.20788 0.002
C -1.46878 1.86206 1.56731 -0.081
C -0.85216 2.52297 2.71414 -0.240
C -1.53210 3.56501 3.35104 -0.041
C -0.98836 4.20225 4.45683 -0.095
C 0.24531 3.80533 4.95412 -0.098
C 0.92870 2.76347 4.33507 -0.069
C 0.39106 2.12706 3.22892 -0.087
H -4.57802 -2.11238 -4.26555 0.102
H -5.30958 -4.06862 -3.76856 0.105
H -4.83779 -6.25663 -2.71705 0.097
H -2.64000 -6.62388 -1.62677 0.096
H -0.95317 -4.78543 -1.59404 0.053
H -1.25190 -1.81882 -3.80396 0.141
H -3.03833 -0.67744 -2.29128 0.125
H -2.84243 0.85112 -0.42750 0.123
H -2.50009 2.15352 1.37116 0.117
H -2.50203 3.87118 2.97640 0.113
H -1.53443 5.00483 4.93638 0.106
H 0.66559 4.29462 5.82337 0.104
H 1.88356 2.43231 4.72465 0.113
H 0.91205 1.29050 2.77379 0.040
O -0.04268 -1.68916 -2.29995 -0.300
C 4.45404 -2.52908 1.24324 -0.215
As 3.07835 -3.45080 0.27393 0.943
C 2.03743 -4.63778 1.29829 -0.258
C 3.87828 -4.54022 -1.08989 -0.198
O 2.22361 -2.31865 -0.58521 -0.642
H 5.12060 -3.21969 1.75742 0.033
H 3.95620 -1.87136 1.95393 -0.010
H 5.01094 -1.95122 0.50849 0.036
H 2.67787 -5.39981 1.74084 0.037
H 1.36310 -5.07506 0.56492 0.022
H 1.48355 -4.09580 2.06083 -0.041
H 4.51017 -5.32703 -0.68098 0.032
H 4.46376 -3.89476 -1.74150 0.036
H 3.03963 -4.95929 -1.64323 0.040
C 1.45379 5.57806 1.93292 0.021
C 1.08353 4.86806 0.67745 -0.223
C 0.78550 5.46762 -0.51145 0.054
C 0.44796 4.65205 -1.61848 -0.258
N 0.39800 3.32396 -1.52354 0.151
C 0.68443 2.74965 -0.37272 -0.535
S 0.64202 1.00138 -0.20656 0.984
N 1.04049 3.51163 0.71345 0.157
C 0.11737 5.23550 -2.95750 -0.010
H 1.45661 6.65296 1.77339 0.092
H 2.44615 5.26716 2.26702 0.107
H 0.74061 5.33360 2.72485 0.075
H 0.81178 6.54397 -0.59638 0.126
H 1.25115 3.02057 1.57040 0.111
H 0.17601 6.32223 -2.95260 0.080
H -0.88842 4.93100 -3.25057 0.097
H 0.80467 4.84107 -3.70766 0.098
```

Total energy = -6809.43763 Eh
Relative energy (zero: lowest compared OMol25 entry of this formula, charge and spin) = 196.7 kcal/mol
E_LUMO (spin up / spin down) = -1.592 / -1.592 eV
Gap between HOMO and LUMO (spin up / spin down) = 3.840 / 3.880 eV
HOMO energy (spin up / spin down) = -5.4 / -5.5 eV

---

(3)
Entry from the OMol25 dataset: a molecular structure, C38H37N5O4PSW (ωB97M-V/def2-TZVPD).

```
87
Properties=species:S:1:pos:R:3:lowdin_spin:R:1
W 0.35113 -0.54207 0.68728 0.060
C 5.57193 -1.08582 4.24361 0.000
C 5.98160 -0.06906 3.39035 0.000
C 5.10166 0.45210 2.45684 0.000
C 3.80168 -0.05203 2.36523 0.000
C 3.39288 -1.06220 3.23462 0.000
C 4.27748 -1.57740 4.17014 0.000
P 2.60664 0.72693 1.25175 0.000
C 3.55736 1.37318 -0.13718 0.000
C 3.16840 2.55002 -0.77592 0.001
C 3.81081 2.95015 -1.94018 0.000
C 4.83513 2.17919 -2.47338 0.000
C 5.23011 1.00675 -1.83827 0.000
C 4.59480 0.60253 -0.67408 0.000
C 1.93224 2.10741 2.19317 0.004
C 2.54568 3.28636 2.54065 0.014
C 1.91984 4.15764 3.45097 -0.003
C 0.72378 3.82150 4.03109 0.018
C 0.09037 2.59867 3.71452 0.000
C -1.11243 2.16432 4.32827 0.073
C -1.66836 0.94426 4.03586 0.003
C -1.06572 0.09857 3.09122 0.060
C 0.07870 0.51524 2.40761 0.023
C 0.69638 1.75455 2.76450 0.012
H 6.26282 -1.49074 4.97056 0.000
H 6.98834 0.32089 3.45424 0.000
H 5.43282 1.24972 1.80352 0.000
H 2.37952 -1.43272 3.20742 0.000
H 3.95512 -2.36066 4.84261 0.000
H 2.36280 3.15118 -0.37293 0.000
H 3.51650 3.87131 -2.42489 0.000
H 5.34103 2.50070 -3.37400 0.000
H 6.04536 0.41926 -2.23942 0.000
H 4.92907 -0.29605 -0.16652 0.000
H 3.51335 3.54906 2.13011 0.001
H 2.40111 5.09079 3.70935 0.000
H 0.25873 4.48868 4.74582 0.001
H -1.58359 2.80530 5.06380 0.003
H -2.56488 0.62339 4.54788 -0.001
H -1.50661 -0.87143 2.89745 0.003
N 1.57956 -1.09852 -1.13739 0.003
C 1.56695 -0.06145 -2.21724 0.002
C 1.49777 -0.60325 -3.63902 0.000
C 0.12838 -1.14916 -4.08457 0.000
C -0.26674 -0.61412 -5.45868 0.000
N -0.45379 0.83342 -5.36561 0.000
C -1.05610 1.56698 -6.28692 0.000
N -1.41450 2.82290 -6.00602 0.000
N -1.34021 1.05848 -7.48711 0.000
C 0.47105 0.95802 -1.90532 0.001
O 0.04855 1.69975 -2.77047 -0.001
O 0.09193 0.96390 -0.66843 0.016
H 2.54246 -1.37120 -0.94834 0.000
H 1.11503 -1.94414 -1.47536 0.002
H 2.50088 0.49080 -2.12274 0.000
H 2.28080 -1.35132 -3.78100 0.000
H 1.78416 0.23591 -4.27513 0.000
H -0.65666 -0.87273 -3.37369 0.000
H 0.14035 -2.23845 -4.13768 0.000
H -1.19103 -1.08090 -5.80362 0.000
H 0.52507 -0.84715 -6.17618 0.000
H -0.21970 1.27131 -4.47320 0.000
H -1.28230 3.19589 -5.08021 0.000
H -1.64045 3.47382 -6.73927 0.000
H -0.90750 0.20782 -7.80236 0.000
H -1.85482 1.59375 -8.16615 0.000
O 1.00740 -3.27360 1.70756 0.433
N 0.75774 -2.17877 1.40213 0.309
C -9.96681 -5.40392 -1.58456 0.004
C -8.65569 -4.72345 -1.76623 0.024
O -7.93449 -4.70128 -2.69730 0.020
S -8.18219 -3.86514 -0.12236 0.293
C -6.59405 -3.27367 -0.23595 0.130
C -5.70267 -3.42248 -1.33527 0.067
C -4.44568 -2.89897 -1.26250 0.013
C -4.00504 -2.20924 -0.10589 0.139
C -4.89487 -2.05596 0.98886 0.005
C -6.15136 -2.57144 0.92679 0.068
C -2.70267 -1.68936 -0.01551 0.047
C -1.57774 -1.22604 0.13535 0.155
H -10.39298 -5.61348 -2.56290 0.000
H -10.64787 -4.80152 -0.98438 0.000
H -9.79134 -6.34546 -1.05706 0.002
H -6.02309 -3.94716 -2.21976 0.002
H -3.76651 -3.01674 -2.09526 -0.002
H -4.56277 -1.52748 1.87105 -0.002
H -6.83102 -2.45774 1.76167 0.001
```

Net charge = +3
Total energy = -2850.73185 Eh
Relative energy (zero: lowest compared OMol25 entry of this formula, charge and spin) = 0.0 kcal/mol
E_LUMO (spin up / spin down) = -8.405 / -10.215 eV
Gap between HOMO and LUMO (spin up / spin down) = 6.695 / 4.988 eV
HOMO energy (spin up / spin down) = -15.1 / -15.2 eV
Spin multiplicity = 3

---

(4)
Entry from the OMol25 dataset: a single C4H6N2O molecule (ωB97M-V/def2-TZVPD).

```
13
Properties=species:S:1:pos:R:3:lowdin_charge:R:1
C -2.19800 0.36998 0.26164 -0.036
C -0.76272 -0.06394 0.29457 -0.276
C -0.29548 -1.04581 -0.49936 -0.122
N 1.06179 -0.95418 -0.67982 0.109
C 1.39042 0.08862 0.01470 -0.478
N 2.68645 0.53897 0.01301 0.150
O 0.37224 0.71451 0.64729 0.100
H -2.35443 1.03125 -0.60181 0.084
H -2.72260 -0.57270 0.06452 0.082
H -2.68279 0.81699 1.13276 0.074
H -0.86885 -1.79901 -1.02057 0.115
H 3.09753 1.04691 0.77688 0.096
H 3.27644 -0.17158 -0.40381 0.103
```

Total energy = -340.75809 Eh
Relative energy (zero: lowest compared OMol25 entry of this formula, charge and spin) = 23.1 kcal/mol
E_LUMO = 0.926 eV
Gap between HOMO and LUMO = 8.971 eV
HOMO energy = -8.0 eV
SMILES = Cc1cnc(N)o1